C10H16Cl2N2Pt | wB97M-V/def2-TZVPD

Structure (ORCA input):
```
! wB97M-V def2-TZVPD RIJCOSX def2/J DEFGRID3
* xyz 0 5
Pt -1.2280 -0.8861 -0.4963
Cl -1.8724 0.2532 1.4652
Cl 0.0362 -2.3170 -1.8962
C -2.8001 -0.9661 -1.4613
H -2.4835 -0.9544 -2.5403
H -3.2765 0.0372 -1.3420
C 1.2096 0.5003 -0.6713
C -0.0321 0.7005 -1.1473
H 1.4791 -0.5336 -0.4801
C -0.8521 2.0419 -1.1169
H -0.0769 0.3898 -2.2203
C 0.1080 3.2230 -1.0489
H -1.5283 2.0430 -1.9901
H -1.4957 1.9797 -0.2400
C 1.2900 2.8979 -0.0964
H 0.4412 3.3876 -2.0831
H -0.4889 4.1003 -0.7417
C 2.1086 1.6470 -0.5884
H 1.9002 3.7974 0.0508
H 0.8465 2.6747 0.8843
H 2.3880 1.9178 -1.6128
H 3.0260 1.4672 -0.0191
N -0.7871 -2.2886 2.3476
C -0.1621 -3.2346 3.0976
C 0.8432 -3.7710 2.2995
C 0.7593 -3.0755 1.0659
N -0.2678 -2.1970 1.1013
H -1.4913 -1.6228 2.6424
H -0.4784 -3.4709 4.0888
H 1.5234 -4.5480 2.5493
H 1.3621 -3.1931 0.1998
*
```

Energy relative to the best compared isomer or geometry (same formula, charge and spin) = 38.9 kcal/mol
HOMO energy (spin up / spin down) = -6.45 / -9.18 eV
⟨S²⟩ = 6.064
Max |F| = 6.20 eV/A
LUMO level (spin up / spin down) = -0.35 / -2.66 eV
E_tot = -41893.7431 eV